1.
{
  "formula": "C3H7BCl2O2",
  "method": "the ωB97M-V functional and the def2-TZVPD basis",
  "species": ["B", "C", "C", "C", "O", "O", "Cl", "Cl", "H", "H", "H", "H", "H", "H", "H"],
  "coordinates": [[-0.48494, -1.49290, -0.30476], [2.20802, 0.36358, -0.56853], [1.38896, -0.28636, 0.57189], [-2.12236, 0.86677, 0.83715], [-1.62445, -1.67898, -0.60449], [0.76786, -1.46890, 0.05478], [-3.57697, -0.01838, 0.20438], [-1.19023, 1.43777, -0.66423], [2.49665, -0.42983, -1.11208], [1.61488, 0.88744, -1.24937], [3.13312, 0.97421, -0.36593], [0.73560, 0.55131, 0.97055], [1.88661, -0.72528, 1.36774], [-2.40245, 1.87338, 1.32102], [-2.83030, -0.85382, -0.45811]],
  "mulliken_charge": [0.9031, -1.1355, -0.1100, -0.5336, -0.6897, -0.4826, -0.0456, -0.2242, 0.4110, 0.2947, 0.3258, 0.1842, 0.3578, 0.2470, 0.4976],
  "max_force_ha_per_bohr": 0.077,
  "homo_lumo_gap_ev": 8.283,
  "e_above_lowest_kcal_mol": 119.03,
  "total_charge": 0
}

***

2.
{
  "formula": "C47H44BrCuN4O2PSi",
  "method": "the ωB97M-V functional and the def2-TZVPD basis",
  "species": ["Cu", "Br", "C", "C", "C", "C", "C", "C", "N", "N", "C", "C", "C", "C", "O", "C", "N", "C", "C", "C", "C", "H", "H", "H", "H", "H", "H", "H", "H", "H", "C", "C", "C", "C", "C", "O", "C", "N", "C", "C", "C", "C", "C", "C", "P", "C", "C", "C", "C", "C", "C", "C", "C", "C", "C", "C", "C", "H", "H", "H", "H", "H", "H", "H", "H", "H", "H", "H", "H", "H", "H", "H", "H", "H", "H", "H", "H", "H", "H", "H", "H", "C", "Si", "C", "C", "C", "C", "C", "C", "C", "H", "H", "H", "H", "H", "H", "H", "H", "H", "H", "H"],
  "coordinates": [[-1.03650, -0.15525, 0.40364], [-8.89795, 2.14960, -6.29956], [-8.40821, 1.53558, -4.63276], [-7.92789, 2.48757, -3.70308], [-7.53180, 2.07514, -2.49716], [-7.59039, 0.69222, -2.14449], [-8.13243, -0.19761, -3.03587], [-8.50437, 0.21100, -4.28264], [-7.08280, 0.32989, -0.89480], [-6.88671, -0.96583, -0.82976], [-5.80943, -1.38068, -0.09198], [-5.31587, -2.66205, -0.29131], [-3.94403, -2.90199, -0.28556], [-3.02401, -1.94156, 0.23326], [-1.76895, -2.13098, 0.37411], [-3.64623, -0.69858, 0.69796], [-2.75158, 0.21515, 1.23280], [-3.20543, 1.30115, 1.91405], [-4.56232, 1.50434, 2.04737], [-5.49041, 0.65189, 1.39263], [-4.99111, -0.43623, 0.69320], [-8.07258, 3.50658, -3.90848], [-7.04646, 2.75313, -1.78656], [-8.24269, -1.18488, -2.68196], [-8.79934, -0.58872, -5.03542], [-5.98691, -3.43292, -0.64339], [-3.51677, -3.88300, -0.65801], [-2.43437, 1.90198, 2.42048], [-4.96699, 2.31867, 2.64633], [-6.61005, 0.68028, 1.57781], [1.28813, -3.08777, 5.30665], [1.25399, -2.48386, 3.85825], [-0.23291, -2.30019, 3.46797], [2.06158, -1.13963, 3.85503], [1.30251, 0.03627, 4.49009], [1.11319, 1.01277, 3.34841], [1.90043, 0.63125, 2.33546], [2.52484, -0.55254, 2.52139], [2.04697, 1.65667, 1.31593], [2.32696, 2.90790, 1.85313], [2.80625, 3.90918, 1.03518], [3.01767, 3.65112, -0.33189], [2.54053, 2.46229, -0.86985], [1.87779, 1.48428, -0.11393], [0.77286, 0.31743, -0.81647], [1.62005, -0.87979, -1.88860], [1.30782, -2.22947, -1.76453], [1.70897, -3.10589, -2.76158], [2.49668, -2.64327, -3.83424], [2.92410, -1.30336, -3.89951], [2.49770, -0.42473, -2.91171], [-0.11697, 1.39502, -2.05666], [-0.42261, 0.96811, -3.34686], [-0.70191, 1.89926, -4.34153], [-0.69872, 3.30761, -4.08430], [-0.55039, 3.68725, -2.73061], [-0.19635, 2.75826, -1.78510], [0.58874, -2.55301, 6.02392], [2.36580, -3.16133, 5.60614], [0.88829, -4.07932, 5.28613], [1.79436, -3.21647, 3.18436], [-0.89770, -1.94482, 4.33750], [-0.55474, -3.30152, 3.22239], [-0.41117, -1.59106, 2.63260], [2.94904, -1.27872, 4.51195], [1.87796, 0.54871, 5.31528], [0.31827, -0.16523, 4.80771], [2.16351, 3.09267, 2.92300], [2.85404, 4.90088, 1.42859], [3.50961, 4.46646, -0.90917], [2.69338, 2.28299, -1.95014], [0.56810, -2.51513, -1.02457], [1.44170, -4.12922, -2.69570], [2.92827, -3.23890, -4.64483], [3.54318, -0.95199, -4.75050], [2.77882, 0.59152, -2.94006], [-0.34353, -0.06916, -3.62542], [-1.09125, 1.60002, -5.28250], [-0.89556, 4.08466, -4.85187], [-0.77794, 4.67936, -2.40536], [-0.07399, 3.13205, -0.75933], [3.98776, -2.83801, 1.22174], [4.22043, -1.17963, 1.97824], [5.25715, -1.27700, 3.56830], [5.05313, -0.07333, 0.86425], [4.77105, -0.12663, -0.49958], [5.40064, 0.69406, -1.44237], [6.60429, 1.27091, -1.02748], [7.08344, 1.16393, 0.30761], [6.23853, 0.61353, 1.27682], [4.25871, -3.68817, 1.85794], [4.62541, -2.90913, 0.36247], [2.95114, -3.02522, 0.82841], [6.33448, -1.13904, 3.25393], [5.21864, -2.21598, 4.11434], [4.97373, -0.44393, 4.20039], [3.84244, -0.70981, -0.72182], [5.05539, 0.73369, -2.44955], [7.09579, 1.91948, -1.80923], [8.04152, 1.65546, 0.56230], [6.48458, 0.70333, 2.33219]],
  "mulliken_charge": [-1.2244, -0.2276, 0.1948, -0.5347, -0.4947, -0.0257, -0.2190, -0.3271, -0.3024, -0.2322, -0.2851, -0.6468, -0.8283, 0.8900, -0.5761, 0.3706, 0.4216, -0.4050, -0.8546, -0.0081, 0.4395, 0.4177, 0.3531, 0.5174, 0.2672, 0.4159, 0.3199, 0.4376, 0.3804, 0.3308, -1.6147, 0.7904, -1.5093, -0.2349, -0.8246, -0.4360, -0.7837, 0.7830, 0.3767, -1.0711, -0.9546, -0.9375, 0.3577, 0.9686, 0.9754, 0.6204, -0.7762, -0.7383, -0.6650, -0.8084, -0.0116, 0.6432, -0.7239, -0.6973, -0.6309, -0.4039, -0.2237, 0.2770, 0.4077, 0.4890, 0.2329, 0.2118, 0.5362, 0.0937, 0.4978, 0.1703, 0.4449, 0.2594, 0.3996, 0.2816, 0.2192, 0.4705, 0.4650, 0.2911, 0.3819, 0.6872, 0.4800, 0.4338, 0.3331, 0.4334, 0.2621, -1.3373, 0.5363, -1.5502, 0.9402, 0.5132, -0.7635, -0.4150, -0.9627, -0.4354, 0.5130, 0.4732, 0.1973, 0.4993, 0.3536, 0.4228, -0.3286, 0.4467, 0.2718, 0.3016, 0.5291],
  "max_force_ha_per_bohr": 0.074,
  "homo_lumo_gap_ev": [3.856, 2.014],
  "e_above_lowest_kcal_mol": 28.17,
  "total_charge": -1
}

***

3.
{
  "formula": "C2H8N3O",
  "method": "the ωB97M-V functional and the def2-TZVPD basis",
  "species": ["C", "C", "N", "N", "N", "O", "H", "H", "H", "H", "H", "H", "H", "H"],
  "coordinates": [[1.64403, -0.22441, 0.00218], [-2.16711, -0.35139, 0.26576], [2.90079, 0.18975, -0.12531], [0.59601, 0.54626, -0.08724], [-1.08956, -0.91662, -0.38306], [1.48898, -1.48508, 0.29762], [-2.95678, -1.12730, 0.18388], [-1.97196, -0.24528, 1.33593], [-2.60008, 0.55577, -0.17492], [3.13983, 1.15471, -0.28415], [3.63987, -0.45885, 0.10567], [0.56220, 1.44882, -0.52793], [-1.10812, -0.78336, -1.39427], [0.53277, -1.71918, 0.31037]],
  "mulliken_charge": [0.7354, -0.6665, -0.3442, -0.4041, -0.2796, -0.4627, 0.3470, 0.3231, 0.3235, 0.2172, 0.2510, 0.2259, 0.2621, 0.4722],
  "max_force_ha_per_bohr": 0.059,
  "homo_lumo_gap_ev": [8.737, 7.981],
  "e_above_lowest_kcal_mol": 99.69,
  "total_charge": 1
}

***

4.
{
  "formula": "C8H13N3",
  "method": "the ωB97M-V functional and the def2-TZVPD basis",
  "species": ["C", "C", "C", "C", "C", "C", "C", "C", "N", "N", "N", "H", "H", "H", "H", "H", "H", "H", "H", "H", "H", "H", "H", "H"],
  "coordinates": [[2.37440, 1.49065, 0.13525], [3.78482, -0.18155, 0.02633], [1.61353, 0.34867, 0.03030], [2.51522, -0.80609, -0.04934], [-0.91085, -0.23016, -0.12965], [-3.04527, -0.18104, -1.19901], [-2.98690, -0.35088, 1.27686], [-2.28544, 0.29231, 0.02829], [3.67833, 1.16001, 0.10504], [0.21931, 0.49940, -0.11263], [2.38374, -2.09655, -0.25950], [1.96229, 2.52512, 0.37603], [4.79969, -0.56881, 0.08821], [-0.71934, -1.30635, -0.34660], [-4.04750, 0.10635, -1.23582], [-3.01680, -1.21796, -1.38709], [-2.72985, 0.33686, -2.04155], [-4.03725, -0.14777, 1.51378], [-2.34142, -0.21803, 2.24522], [-2.86827, -1.38419, 1.05159], [-2.18820, 1.33559, 0.09108], [4.45911, 1.76943, -0.12502], [0.14212, 1.45868, 0.06056], [3.24455, -2.63367, -0.14234]],
  "mulliken_charge": [-1.2189, -0.6390, 0.6746, 0.7337, -0.3066, -1.6291, -1.2880, 0.3636, 0.0044, -0.1109, -0.7762, 0.2719, 0.3472, 0.4304, 0.4700, 0.3772, 0.4424, 0.3621, 0.2815, 0.3706, 0.2889, 0.2547, 0.0837, 0.2119],
  "max_force_ha_per_bohr": 0.060,
  "homo_lumo_gap_ev": [7.724, 5.387],
  "e_above_lowest_kcal_mol": 99.05,
  "total_charge": 0
}

***

5.
{
  "formula": "C54H62BrNO8P4STl",
  "method": "the ωB97M-V functional and the def2-TZVPD basis",
  "species": ["Tl", "O", "S", "C", "C", "C", "C", "C", "C", "P", "C", "C", "C", "C", "C", "C", "C", "C", "C", "C", "C", "C", "C", "C", "C", "C", "C", "C", "P", "C", "C", "C", "C", "C", "C", "C", "C", "C", "C", "C", "C", "H", "H", "H", "H", "H", "H", "H", "H", "H", "H", "H", "H", "H", "H", "H", "H", "H", "H", "H", "H", "H", "H", "H", "H", "H", "H", "H", "H", "O", "C", "C", "C", "N", "C", "Br", "C", "H", "H", "H", "H", "C", "C", "C", "O", "P", "O", "C", "P", "O", "O", "C", "C", "C", "O", "C", "C", "C", "O", "C", "C", "C", "H", "H", "H", "H", "H", "H", "H", "H", "H", "H", "H", "H", "H", "H", "H", "H", "H", "H", "H", "H", "H", "H", "H", "H", "H", "H", "H", "H", "H", "H"],
  "coordinates": [[0.61844, -0.06044, 0.63680], [-2.67138, -0.84378, -1.91780], [-2.16227, -1.17839, -0.56737], [-2.08819, -2.96015, -0.59123], [-3.22976, -3.74193, -0.63749], [-3.12538, -5.07113, -1.01496], [-1.90178, -5.58186, -1.43334], [-0.75953, -4.79547, -1.39498], [-0.83307, -3.48935, -0.90682], [0.72287, -2.56840, -0.65386], [1.56843, -2.53567, -2.23030], [2.95408, -2.70118, -2.31346], [3.55976, -2.75060, -3.55876], [2.79666, -2.60967, -4.71240], [1.42583, -2.39783, -4.62643], [0.80758, -2.34653, -3.38902], [1.76692, -3.51554, 0.48945], [2.78385, -2.82201, 1.14252], [3.69993, -3.49034, 1.93942], [3.59853, -4.86697, 2.09855], [2.57798, -5.56133, 1.46505], [1.66320, -4.89481, 0.66234], [-3.43784, -0.80124, 0.61247], [-4.75136, -0.65955, 0.20333], [-5.70817, -0.27794, 1.13736], [-5.33794, -0.00793, 2.44804], [-4.00744, -0.10941, 2.84480], [-3.04550, -0.52063, 1.92621], [-1.32978, -0.80783, 2.45852], [-1.19647, -2.57922, 2.73350], [0.04325, -3.07426, 3.14564], [0.16604, -4.39674, 3.53209], [-0.94294, -5.23519, 3.48867], [-2.17440, -4.74892, 3.06834], [-2.30872, -3.41993, 2.69254], [-1.06339, -0.07606, 4.08532], [-1.60598, -0.71368, 5.20628], [-1.42528, -0.15695, 6.46234], [-0.72486, 1.03513, 6.60559], [-0.17834, 1.66356, 5.49414], [-0.32571, 1.09910, 4.23354], [-4.19877, -3.31256, -0.41072], [-4.00802, -5.69792, -1.03348], [-1.83800, -6.59576, -1.80838], [0.17584, -5.18786, -1.77514], [3.55122, -2.81395, -1.41776], [4.62799, -2.91122, -3.62849], [3.27406, -2.66096, -5.68245], [0.83758, -2.27954, -5.52758], [-0.26132, -2.16484, -3.31968], [2.86346, -1.75124, 1.02642], [4.50042, -2.94634, 2.42597], [4.31364, -5.39403, 2.71694], [2.50181, -6.63490, 1.58577], [0.87742, -5.45945, 0.18672], [-5.00768, -0.83490, -0.83669], [-6.74457, -0.17684, 0.83810], [-6.08763, 0.29144, 3.17033], [-3.72168, 0.13314, 3.86070], [0.90520, -2.41399, 3.18179], [1.12067, -4.77197, 3.87889], [-0.84996, -6.26780, 3.80228], [-3.04036, -5.39941, 3.05765], [-3.27946, -3.03925, 2.39964], [-2.16140, -1.63809, 5.09849], [-1.82708, -0.65838, 7.33422], [-0.59742, 1.47047, 7.58888], [0.36722, 2.59309, 5.60810], [0.13056, 1.56728, 3.37243], [6.86649, 0.70691, 2.57036], [5.56209, 0.63182, 2.34484], [4.58879, 0.56105, 3.34756], [3.26716, 0.45573, 2.98184], [2.86572, 0.41574, 1.70144], [3.80622, 0.52666, 0.76817], [3.15050, 0.56323, -1.00684], [5.14975, 0.63560, 1.00766], [7.08960, 0.70742, 3.51064], [4.86160, 0.60702, 4.39526], [2.48622, 0.39898, 3.73261], [5.87710, 0.72509, 0.21209], [-3.45082, 2.88652, 0.99608], [-2.57111, 3.07998, 2.21466], [-3.28687, 3.75543, 3.36023], [-1.43560, 3.93454, 1.88476], [-0.17654, 3.56863, 1.03711], [0.34410, 2.19038, 1.31818], [-0.63661, 3.82684, -0.69997], [-0.31928, 2.41714, -1.77718], [-0.59161, 1.12581, -1.06299], [-1.04795, 2.67945, -3.11381], [-2.39123, 2.48514, -3.69806], [-2.42601, 1.16548, -4.42878], [-3.48149, 2.63403, -2.66217], [1.19692, 2.51948, -2.15000], [1.86033, 3.15047, -3.31847], [1.71500, 2.26053, -4.53777], [1.39759, 4.57147, -3.57221], [0.74326, 4.73817, 1.48512], [2.17147, 5.02106, 1.31515], [3.02026, 3.84751, 1.75789], [2.46379, 5.43066, -0.11048], [-4.36309, 2.35833, 1.27430], [-2.93620, 2.29947, 0.23080], [-3.73984, 3.85739, 0.58379], [-2.17740, 2.11675, 2.54073], [-3.56076, 4.77362, 3.07705], [-2.64661, 3.80727, 4.24233], [-4.19621, 3.20668, 3.61126], [-0.08324, 4.68212, -1.09210], [-1.69853, 4.07560, -0.72328], [-2.45966, 3.29547, -4.41988], [-2.34530, 0.33551, -3.73026], [-1.60496, 1.10835, -5.14607], [-3.36553, 1.08506, -4.97692], [-3.38446, 1.85812, -1.89696], [-4.44921, 2.51618, -3.14943], [-3.46153, 3.62138, -2.19595], [2.90270, 3.15868, -3.00416], [0.72744, 2.36552, -4.98573], [1.87728, 1.21285, -4.27300], [2.46205, 2.54867, -5.27820], [0.33416, 4.60206, -3.80906], [1.94575, 4.95659, -4.43278], [1.60485, 5.23068, -2.72967], [2.32813, 5.86405, 1.98126], [2.90244, 3.01948, 1.05567], [2.72694, 3.50838, 2.75316], [4.06775, 4.15076, 1.78226], [2.40458, 4.56038, -0.77203], [3.47155, 5.84164, -0.17436], [1.76442, 6.19856, -0.44575]],
  "mulliken_charge": [2.5616, -0.9926, 1.5492, 0.5723, -0.4996, -0.9661, -1.0471, -0.6835, -0.4019, 1.5810, 0.5666, -0.4152, -0.8208, -0.7599, -0.7752, -0.3990, 0.4492, 0.2689, -0.2744, -1.0375, -0.8910, -0.7501, -0.5504, -0.1665, -0.9048, -0.8783, -0.3739, -0.3182, 0.5417, 1.1789, -0.2821, -0.7419, -0.9392, -0.7550, -0.3490, 0.8287, -0.5329, -0.7930, -0.8565, -1.4023, 0.0936, 0.4903, 0.5165, 0.5121, 0.7723, 0.4932, 0.5206, 0.4617, 0.5279, 0.3748, -0.1190, 0.5276, 0.4146, 0.4687, 0.6332, 0.6268, 0.4696, 0.4375, 0.5352, 0.5213, 0.6032, 0.4674, 0.5195, 0.3869, 0.5665, 0.4849, 0.4854, 0.5377, 0.2168, -0.5034, 0.4005, -0.8142, -1.1183, 0.9206, 0.3844, -0.0969, -0.8686, 0.3583, 0.5353, 0.3812, 0.6538, -1.0878, 2.6460, -1.9793, -0.8858, -0.3137, 0.4671, -0.5942, -1.2034, -0.2007, 0.0717, 0.5545, -1.0035, -0.9411, 0.1790, 0.5023, -1.4839, -1.2115, -0.4896, 0.5387, -1.1367, -1.0686, 0.5462, -0.2242, 0.5276, -1.5685, 0.4508, 0.4183, 0.4006, 0.7573, 0.5956, 0.2956, -0.0418, 0.3551, 0.5085, -0.0968, 0.6136, 0.3132, 0.4808, 0.2259, 0.2493, 0.5659, 0.2642, 0.5302, 0.1266, 0.3772, -0.0922, 0.3089, 0.5890, -0.1462, 0.5396, 0.4505],
  "max_force_ha_per_bohr": 0.018,
  "homo_lumo_gap_ev": 6.252,
  "e_above_lowest_kcal_mol": 6.45,
  "total_charge": 3
}

***

6.
{
  "formula": "C3H10S2Si",
  "method": "the ωB97M-V functional and the def2-TZVPD basis",
  "species": ["Si", "S", "H", "H", "C", "C", "C", "S", "H", "H", "H", "H", "H", "H", "H", "H"],
  "coordinates": [[-1.09792, -4.08625, 1.34413], [-1.44560, -3.18294, 3.08276], [0.40594, -4.35891, 1.00369], [-1.71149, -4.92522, 0.32722], [0.58015, 1.71196, -1.00262], [0.09272, 1.35606, 0.45438], [0.30378, -0.14846, 0.70678], [-0.92403, -1.12322, -0.32486], [0.06230, 0.87925, -1.51869], [0.14180, 2.65263, -1.26332], [1.63464, 1.61936, -0.92050], [-0.91040, 1.61920, 0.67083], [0.64782, 1.83542, 1.12399], [1.25402, -0.44367, 0.33454], [0.14405, -0.33638, 1.78387], [-1.88822, -0.62240, 0.28076]],
  "mulliken_charge": [0.4280, -0.3477, -0.0558, -0.0608, -0.8497, -0.7374, -0.6168, -0.2903, 0.2104, 0.3176, 0.3157, 0.4085, 0.4299, 0.3823, 0.3168, 0.1494],
  "max_force_ha_per_bohr": 0.086,
  "homo_lumo_gap_ev": 8.534,
  "smiles": "[SiH2]=S.CCCS",
  "e_above_lowest_kcal_mol": 48.40,
  "total_charge": 0
}